# 1
DFT (ωB97M-V/def2-TZVPD) results for 14 unconnected molecules or ions with the total composition C39H111N23O19 in a non-equilibrium geometry.

The calculation puts the total energy at -115419.890 eV. As for the orbital gap: 8.864 eV. As for the spin multiplicity: 1. The value obtained for the lowest unoccupied orbital energy is 0.4 eV.

Each line ends with the Mulliken charge.
Element x y z (Å)
C: -4.536 -3.435 -1.332  0.206
O: -3.486 -2.850 -1.331  -0.238
N: -5.704 -2.857 -1.153  -0.563
N: -4.558 -4.773 -1.585  -0.170
H: -6.385 -3.410 -0.664  0.212
H: -5.639 -1.856 -0.829  0.205
H: -5.445 -5.201 -1.788  0.182
H: -3.694 -5.211 -1.861  0.301
C: 2.801 -3.810 -1.282  0.460
O: 2.190 -4.071 -0.261  -0.393
N: 2.237 -3.229 -2.328  0.193
N: 4.140 -4.095 -1.396  -0.629
H: 1.294 -2.771 -2.349  -0.455
H: 2.796 -2.927 -3.123  0.222
H: 4.378 -4.567 -2.254  0.243
H: 4.352 -4.711 -0.601  0.279
C: -1.173 -6.048 -3.545  0.581
O: -2.017 -5.915 -2.668  -0.747
N: 0.064 -5.705 -3.310  -0.267
N: -1.301 -6.613 -4.770  -0.549
H: 0.705 -5.652 -4.145  0.363
H: 0.173 -5.008 -2.582  -0.107
H: -0.607 -6.281 -5.434  0.303
H: -2.212 -6.570 -5.215  0.311
C: 1.140 -1.803 5.136  0.315
O: 1.211 -0.625 4.857  -0.464
N: 1.837 -2.320 6.312  -0.549
N: 0.119 -2.606 4.698  0.234
H: 2.831 -2.242 6.243  0.244
H: 1.584 -3.296 6.468  0.255
H: -0.455 -2.377 3.923  -0.254
H: 0.430 -3.571 4.766  0.241
C: -4.629 0.168 1.139  0.585
O: -5.226 0.230 0.098  -0.745
N: -3.621 -0.662 1.384  0.114
N: -4.952 0.878 2.241  -0.387
H: -3.339 -1.113 0.527  -0.009
H: -2.981 -0.417 2.136  0.161
H: -4.363 0.915 3.069  0.200
H: -5.608 1.647 2.086  0.212
C: 2.778 -4.788 3.949  0.601
O: 2.176 -4.995 4.984  -0.687
N: 4.059 -4.295 3.889  -0.443
N: 2.393 -5.136 2.694  -0.296
H: 4.534 -3.942 4.726  0.211
H: 4.655 -4.804 3.279  0.204
H: 1.462 -5.510 2.531  0.243
H: 2.792 -4.561 2.026  0.166
C: 1.091 -4.132 -7.259  0.586
O: 0.785 -4.874 -6.326  -0.609
N: 2.367 -4.131 -7.835  -0.610
N: 0.293 -3.185 -7.703  -0.205
H: 2.148 -3.964 -8.800  0.204
H: 2.872 -5.018 -7.765  0.313
H: -0.570 -2.988 -7.285  0.106
H: 0.709 -2.591 -8.382  0.175
C: -3.477 -3.472 -5.870  0.614
O: -2.736 -4.188 -6.571  -0.639
N: -3.738 -3.623 -4.495  -0.268
N: -4.216 -2.413 -6.388  -0.455
H: -3.971 -2.712 -4.094  0.244
H: -3.105 -4.121 -3.856  -0.071
H: -4.247 -2.365 -7.382  0.249
H: -5.123 -2.183 -6.020  0.214
C: -1.433 -4.337 1.256  0.556
O: -0.695 -4.503 2.212  -0.676
N: -0.959 -4.207 0.030  0.388
N: -2.729 -4.315 1.362  -0.356
H: 0.034 -4.365 -0.138  -0.138
H: -1.646 -4.146 -0.715  -0.222
H: -3.266 -3.840 0.685  0.140
H: -3.110 -4.345 2.285  0.257
C: -1.098 0.538 -5.758  -0.506
O: -0.825 -0.867 -5.758  -0.360
C: -0.146 -1.340 -4.643  0.253
C: -0.937 -1.351 -3.364  0.480
N: -0.070 -1.372 -2.146  1.201
C: 0.401 -0.036 -1.788  -0.617
C: 1.368 -0.036 -0.590  -0.719
O: 0.676 -0.679 0.489  0.391
C: 1.538 -1.390 1.437  0.071
H: -1.329 0.743 -6.804  0.361
H: -0.215 1.045 -5.347  0.015
H: -1.939 0.803 -5.071  0.271
H: 0.789 -0.734 -4.500  -0.435
H: 0.286 -2.316 -4.886  0.037
H: -1.520 -2.272 -3.348  -0.882
H: -1.647 -0.521 -3.420  0.597
H: -0.651 -1.646 -1.335  -0.432
H: -0.472 0.609 -1.462  0.151
H: 0.898 0.470 -2.607  0.053
H: 1.612 1.002 -0.255  0.061
H: 2.308 -0.528 -0.852  0.400
H: 0.861 -2.184 1.806  -0.348
H: 1.762 -0.656 2.227  -0.138
H: 2.379 -1.957 1.033  0.139
C: -4.122 4.653 2.429  -0.327
O: -3.302 5.458 1.596  -0.362
C: -2.558 6.389 2.361  -0.443
C: -1.506 6.989 1.450  -1.018
N: -0.793 5.985 0.633  -0.344
C: -0.192 4.952 1.404  -0.095
C: 0.584 4.022 0.492  -0.170
O: -0.302 3.355 -0.384  -0.437
C: -1.377 2.573 0.006  -0.103
H: -4.931 4.205 1.808  0.184
H: -4.552 5.322 3.199  0.387
H: -3.534 3.855 2.852  -0.046
H: -2.008 5.823 3.123  0.327
H: -3.208 7.085 2.888  0.459
H: -0.682 7.463 1.988  0.337
H: -1.889 7.755 0.840  0.488
H: -1.406 5.515 0.001  0.365
H: -0.892 4.315 2.045  -0.251
H: 0.459 5.438 2.160  0.578
H: 1.240 3.348 1.061  -0.019
H: 1.197 4.558 -0.304  0.155
H: -1.975 2.333 -0.877  0.316
H: -2.070 3.121 0.654  -0.022
H: -1.105 1.678 0.576  0.031
C: -1.430 1.353 3.941  -0.251
O: -2.238 0.184 3.935  0.311
C: -2.340 -0.354 5.241  -0.996
C: -3.177 -1.617 5.221  -0.339
N: -2.954 -2.132 6.572  -0.229
C: -3.692 -3.359 6.953  -0.551
C: -3.139 -3.898 8.304  -0.712
O: -1.806 -4.364 8.012  -0.236
C: -1.070 -4.594 9.243  -0.821
H: -1.878 2.209 4.429  0.262
H: -1.285 1.523 2.874  -0.358
H: -0.495 1.107 4.461  0.279
H: -2.873 0.301 5.986  0.247
H: -1.315 -0.444 5.582  0.278
H: -2.835 -2.289 4.452  -0.083
H: -4.236 -1.500 4.983  0.592
H: -1.956 -2.224 6.760  0.275
H: -3.715 -4.100 6.109  0.297
H: -4.761 -3.113 7.215  0.275
H: -3.726 -4.725 8.794  0.452
H: -3.229 -3.075 8.989  0.374
H: -0.145 -5.091 8.976  0.224
H: -1.620 -5.286 9.873  0.363
H: -0.838 -3.681 9.848  0.304
C: 3.309 1.589 3.494  -0.484
O: 3.702 2.937 3.772  -0.493
C: 2.626 3.753 4.292  0.250
C: 3.121 5.156 4.456  -1.157
N: 3.531 5.506 3.119  0.042
C: 3.967 6.943 2.989  -0.576
C: 3.750 7.293 1.528  -0.196
O: 4.317 8.528 1.111  -0.437
C: 5.675 8.426 0.902  -0.626
H: 2.375 1.600 2.950  0.023
H: 3.154 1.029 4.405  0.335
H: 4.051 1.014 2.921  0.343
H: 2.384 3.325 5.303  0.424
H: 1.701 3.736 3.575  -0.260
H: 3.804 5.371 5.290  0.465
H: 2.299 5.802 4.746  0.421
H: 4.308 4.911 2.819  0.192
H: 5.004 7.073 3.395  0.340
H: 3.362 7.569 3.711  0.256
H: 2.714 7.520 1.309  0.009
H: 4.073 6.498 0.838  0.374
H: 5.941 7.617 0.153  0.243
H: 6.161 8.193 1.858  0.262
H: 6.031 9.385 0.525  0.272
C: -0.495 5.565 -8.037  -0.728
O: 0.156 4.265 -7.973  -0.353
C: 0.712 3.903 -6.737  -0.420
C: 1.810 2.845 -6.873  -0.398
N: 2.613 2.994 -5.635  -0.168
C: 3.214 1.750 -5.108  0.524
C: 3.899 2.050 -3.775  -0.428
O: 4.556 0.869 -3.420  -0.354
C: 5.118 0.873 -2.071  -0.755
H: -1.236 5.752 -7.249  0.307
H: -1.122 5.517 -8.904  0.282
H: 0.263 6.370 -8.071  0.278
H: 0.016 3.538 -5.999  0.248
H: 1.254 4.774 -6.278  0.340
H: 2.336 3.070 -7.783  0.436
H: 1.374 1.797 -6.879  0.108
H: 3.385 3.595 -5.817  0.211
H: 3.878 1.178 -5.812  0.228
H: 2.376 1.107 -4.941  -0.875
H: 3.143 2.423 -3.065  0.254
H: 4.658 2.860 -3.852  0.483
H: 5.496 -0.106 -1.866  0.272
H: 4.405 1.201 -1.331  0.262
H: 6.001 1.502 -2.107  0.335

---

# 2
DFT (ωB97M-V/def2-TZVPD) results for a molecular structure, C39H14BrF15GeN3O4RuS2 in a non-equilibrium geometry.

The calculation puts the total energy at -244901.448 eV. As for the orbital gap (alpha / beta): 6.280 / 6.497 eV. The expectation value of S² is 0.791. As for the spin multiplicity: 2. The value obtained for the lowest unoccupied orbital energy (alpha / beta) is -2.0 / -2.0 eV.

Each line ends with the Löwdin spin population.
Element x y z (Å)
Ru: 0.168 -0.083 0.489  0.823
O: -2.259 -0.829 3.699  0.004
S: -1.039 -0.092 3.544  0.003
O: -0.618 0.736 4.641  0.002
N: -1.055 0.747 2.108  0.058
C: -2.153 1.499 1.780  -0.011
C: -3.095 1.976 2.680  0.029
C: -4.205 2.699 2.229  -0.003
C: -4.388 2.981 0.902  0.026
C: -3.446 2.530 -0.044  -0.002
C: -3.563 2.750 -1.431  0.015
C: -2.650 2.194 -2.288  -0.005
C: -1.603 1.427 -1.764  0.015
N: -1.438 1.249 -0.472  -0.021
C: -2.331 1.778 0.398  -0.004
C: 0.284 -1.191 3.145  0.005
C: 0.082 -2.063 2.081  -0.002
C: 1.140 -2.888 1.690  0.004
C: 2.342 -2.846 2.383  -0.001
C: 2.496 -2.012 3.483  0.002
C: 1.463 -1.166 3.862  -0.001
H: -2.962 1.782 3.734  0.001
H: -4.936 3.035 2.952  -0.001
H: -5.257 3.526 0.559  0.001
H: -4.383 3.349 -1.807  0.001
H: -2.725 2.331 -3.357  -0.001
H: -0.896 0.944 -2.423  0.000
H: -0.913 -2.187 1.670  0.000
H: 1.002 -3.582 0.871  0.000
H: 3.159 -3.482 2.071  0.000
H: 3.418 -2.018 4.048  0.000
H: 1.546 -0.488 4.700  0.000
Br: 1.709 2.498 -1.824  0.003
C: 1.919 0.682 -2.323  0.000
C: 2.862 0.325 -3.267  -0.001
C: 2.923 -1.008 -3.650  0.000
C: 2.041 -1.916 -3.088  0.000
C: 1.138 -1.461 -2.146  0.000
N: 1.079 -0.183 -1.765  -0.001
C: 0.134 -2.403 -1.467  0.003
O: 0.184 -3.585 -1.750  0.005
O: -0.661 -1.812 -0.661  0.053
H: 3.515 1.075 -3.688  0.000
H: 3.646 -1.324 -4.390  0.000
H: 2.028 -2.964 -3.349  0.000
F: 2.941 5.283 2.349  0.000
C: 3.631 4.932 1.261  0.000
C: 3.913 3.600 1.007  0.001
C: 4.702 3.333 -0.101  0.000
F: 5.039 2.054 -0.340  0.000
C: 5.179 4.319 -0.942  0.000
F: 5.955 4.019 -1.983  0.000
C: 4.854 5.640 -0.675  0.000
F: 5.298 6.610 -1.464  0.000
C: 4.080 5.948 0.432  0.000
F: 3.784 7.217 0.703  0.000
Ge: 3.358 2.013 2.093  0.009
S: 2.467 0.477 0.831  -0.013
C: 5.122 1.325 2.706  0.004
C: 6.031 2.242 3.210  0.001
F: 5.642 3.520 3.335  0.000
C: 7.313 1.894 3.585  0.000
F: 8.164 2.804 4.053  0.000
C: 7.716 0.573 3.457  0.000
F: 8.948 0.219 3.797  0.000
C: 6.830 -0.372 2.970  0.000
F: 7.211 -1.643 2.845  0.000
C: 5.550 0.012 2.602  0.000
F: 4.732 -0.937 2.140  -0.002
C: 2.329 2.724 3.609  0.000
C: 2.682 2.579 4.937  0.000
F: 3.720 1.789 5.257  0.000
C: 1.989 3.230 5.940  0.000
F: 2.352 3.093 7.216  0.000
C: 0.918 4.044 5.606  0.000
F: 0.263 4.690 6.562  0.000
C: 0.521 4.173 4.286  0.000
F: -0.529 4.930 3.975  0.000
C: 1.224 3.498 3.311  0.000
F: 0.870 3.611 2.022  0.000

---

# 3
DFT (ωB97M-V/def2-TZVPD) results for a molecular structure, C39H20IMnN8O2 in a non-equilibrium geometry.

The calculation puts the total energy at -96179.610 eV. As for the orbital gap (alpha / beta): 3.461 / 3.501 eV. The expectation value of S² is 1.111. As for the spin multiplicity: 2. Its charge is +3. The value obtained for the lowest unoccupied orbital energy (alpha / beta) is -11.4 / -11.4 eV.

Each line ends with the Löwdin spin population.
Element x y z (Å)
Mn: 0.412 -0.029 0.279  0.935
C: 4.349 -4.764 2.473  0.001
C: 5.047 -4.531 1.294  -0.001
C: 4.605 -3.587 0.363  0.001
C: 3.461 -2.882 0.673  0.000
C: 2.716 -1.881 -0.056  0.002
N: 2.995 -1.508 -1.275  -0.003
C: 2.420 -0.480 -1.844  0.004
C: 2.619 -0.059 -3.215  0.002
C: 3.325 -0.611 -4.263  0.001
C: 3.349 0.105 -5.465  0.002
C: 2.704 1.328 -5.594  0.001
C: 2.007 1.897 -4.523  0.001
C: 1.972 1.180 -3.344  0.002
C: 1.406 1.480 -2.047  0.004
N: 0.870 2.628 -1.710  -0.003
C: 0.335 2.834 -0.536  0.003
N: -0.044 1.846 0.365  -0.020
C: -0.745 2.479 1.381  -0.005
N: -1.420 1.885 2.332  0.000
C: -1.257 0.619 2.623  0.002
N: -0.249 -0.171 2.111  0.014
C: -0.278 -1.360 2.809  0.002
N: 0.648 -2.281 2.734  0.001
C: 1.605 -2.249 1.843  -0.005
N: 1.636 -1.447 0.707  -0.022
C: 2.758 -3.115 1.866  -0.002
C: 3.179 -4.063 2.777  0.000
C: -1.410 -1.381 3.712  0.002
C: -1.884 -2.337 4.586  -0.001
C: -3.011 -2.005 5.345  0.000
C: -3.615 -0.759 5.238  0.000
C: -3.126 0.213 4.361  -0.001
C: -2.027 -0.124 3.598  0.002
C: -0.703 3.910 1.188  -0.002
C: -1.196 4.948 1.953  0.000
C: -0.970 6.244 1.481  0.001
C: -0.305 6.469 0.282  -0.001
C: 0.174 5.414 -0.500  0.001
C: -0.024 4.135 -0.019  0.000
N: 1.622 0.430 -1.179  0.019
H: 4.713 -5.511 3.166  0.000
H: 5.947 -5.095 1.087  0.000
H: 5.139 -3.416 -0.563  0.000
H: 3.834 -1.560 -4.161  0.000
H: 3.891 -0.305 -6.306  0.000
H: 2.750 1.857 -6.536  0.000
H: 1.514 2.856 -4.609  0.000
H: 2.628 -4.255 3.688  0.000
H: -1.405 -3.303 4.678  0.000
H: -3.415 -2.737 6.031  0.000
H: -4.476 -0.536 5.853  0.000
H: -3.584 1.190 4.277  0.000
H: -1.732 4.760 2.873  0.000
H: -1.322 7.089 2.058  0.000
H: -0.157 7.486 -0.056  0.000
H: 0.678 5.595 -1.440  0.000
I: -7.192 -0.143 -3.443  -0.001
C: -5.229 -0.566 -2.859  0.000
C: -4.736 -0.015 -1.676  0.000
C: -3.435 -0.272 -1.300  0.001
C: -2.618 -1.080 -2.100  -0.001
C: -3.126 -1.643 -3.274  0.000
C: -4.429 -1.389 -3.650  0.000
C: -1.225 -1.331 -1.766  0.007
O: -0.425 -2.013 -2.335  0.011
O: -0.793 -0.719 -0.575  0.050
H: -5.377 0.603 -1.063  0.000
H: -3.050 0.141 -0.375  0.000
H: -2.494 -2.281 -3.878  0.000
H: -4.826 -1.829 -4.554  0.000

---

# 4
DFT (ωB97M-V/def2-TZVPD) results for a molecular structure, C39H24Br2F8N4O4SbScTe.

The calculation puts the total energy at -251347.113 eV. As for the orbital gap: 7.489 eV. As for the spin multiplicity: 1. The value obtained for the lowest unoccupied orbital energy is -0.5 eV.

Each line ends with the Mulliken charge.
Element x y z (Å)
Sc: -1.817 -0.593 0.976  0.152
O: 0.380 -1.086 4.607  -0.681
C: -0.007 -0.690 3.529  -0.359
N: -0.243 -1.432 2.396  0.452
C: 0.472 -2.604 2.310  -0.077
O: 1.581 -2.766 2.795  -0.661
C: -0.052 -3.742 1.463  0.274
C: -0.837 -4.727 2.049  -0.508
C: -1.174 -5.831 1.294  -0.604
C: -0.700 -5.925 -0.009  -0.914
C: 0.084 -4.896 -0.496  -0.309
N: 0.402 -3.811 0.216  0.196
C: -0.270 0.787 3.358  0.714
C: -0.055 1.637 4.431  -0.809
C: -0.246 2.996 4.254  -0.718
C: -0.627 3.453 3.004  -1.113
C: -0.821 2.531 1.991  -0.556
N: -0.656 1.216 2.155  1.246
H: -1.174 -4.610 3.070  0.554
H: -1.792 -6.615 1.712  0.438
H: -0.932 -6.776 -0.634  0.442
H: 0.479 -4.931 -1.507  0.516
H: 0.250 1.202 5.371  0.609
H: -0.097 3.687 5.073  0.455
H: -0.774 4.506 2.806  0.568
H: -1.110 2.863 1.004  0.545
Br: -5.207 0.997 4.475  -0.168
C: -4.810 1.834 2.836  -0.150
C: -5.459 3.036 2.502  -0.310
C: -5.189 3.683 1.331  -0.058
Br: -6.088 5.304 0.938  -0.236
C: -4.247 3.152 0.417  0.538
C: -3.890 3.724 -0.823  -0.922
C: -2.971 3.100 -1.621  -1.341
C: -2.388 1.899 -1.186  -0.495
N: -2.681 1.353 -0.028  0.555
C: -3.606 1.948 0.772  0.316
C: -3.870 1.258 2.004  0.574
O: -3.235 0.150 2.238  -0.776
H: -6.183 3.445 3.193  0.426
H: -4.357 4.649 -1.133  0.349
H: -2.697 3.509 -2.584  0.516
H: -1.683 1.365 -1.811  0.596
F: 0.278 -2.261 -2.728  -0.721
Te: -1.619 -2.182 -1.894  1.170
F: -2.649 -2.833 -3.383  -0.484
F: -1.551 -0.652 -3.011  -0.437
F: -2.291 -2.462 0.811  -0.747
F: -3.033 -1.084 -1.113  -0.513
O: -0.424 -0.859 -0.694  2.102
F: 2.588 2.170 -6.876  -0.335
C: 2.256 1.593 -5.712  0.331
C: 2.954 1.948 -4.575  -0.882
C: 2.595 1.353 -3.376  -0.559
C: 1.557 0.421 -3.330  0.354
C: 0.887 0.065 -4.498  -0.432
C: 1.235 0.663 -5.699  -0.659
Sb: 1.306 -0.456 -1.438  0.965
C: 1.792 1.137 -0.153  0.522
C: 1.507 2.448 -0.531  -0.228
C: 1.809 3.503 0.314  -0.866
C: 2.379 3.219 1.541  0.194
F: 2.651 4.236 2.373  -0.420
C: 2.672 1.931 1.947  -0.619
C: 2.381 0.886 1.084  -0.773
C: 2.763 -1.924 -1.231  1.218
C: 3.152 -2.402 0.013  0.129
C: 4.124 -3.385 0.102  -1.080
C: 4.681 -3.863 -1.067  0.200
F: 5.618 -4.821 -0.994  -0.343
C: 4.316 -3.396 -2.317  -0.755
C: 3.344 -2.415 -2.397  -0.704
H: 3.754 2.672 -4.634  0.469
H: 3.136 1.629 -2.478  0.560
H: 0.101 -0.670 -4.477  0.491
H: 0.726 0.412 -6.619  0.458
H: 1.050 2.659 -1.491  0.601
H: 1.596 4.529 0.045  0.433
H: 3.109 1.757 2.920  0.504
H: 2.600 -0.125 1.406  0.299
H: 2.708 -2.051 0.931  -0.144
H: 4.422 -3.781 1.063  0.534
H: 4.784 -3.808 -3.201  0.476
H: 3.032 -2.053 -3.369  0.423